Entry 1:
Below is C14H30BeBr3FN2O5P as an isolated structure in a non-equilibrium geometry, with properties calculated with ωB97M-V with the def2-TZVPD basis set.

```
57
Properties=species:S:1:pos:R:3:nbo_charge:R:1
C -0.258 0.870 1.533 -0.641
C 0.219 0.418 0.061 0.114
C 1.835 0.419 0.164 -0.636
C -0.125 1.499 -1.060 -0.417
C -1.678 1.468 -1.415 -0.401
C -1.815 2.216 -2.849 -0.612
P -2.743 2.475 -0.233 2.258
O -1.853 3.451 0.534 -1.067
O -3.812 3.416 -1.166 -0.953
O -3.704 1.560 0.810 -0.965
C -2.161 -0.031 -1.666 -0.411
C -1.579 -1.142 -0.682 0.090
C -1.633 -2.527 -1.526 -0.610
C -2.570 -1.423 0.569 -0.622
N -0.160 -0.975 -0.286 0.064
O 0.673 -1.535 -1.105 -0.271
H -1.379 0.883 1.652 0.233
H 0.232 0.142 2.262 0.218
H 0.144 1.899 1.794 0.255
H 2.179 1.350 0.722 0.230
H 2.163 -0.517 0.727 0.225
H 2.312 0.449 -0.868 0.216
H 0.217 2.538 -0.765 0.279
H 0.426 1.263 -2.034 0.226
H -1.743 3.330 -2.661 0.244
H -2.837 2.026 -3.314 0.233
H -1.015 1.868 -3.575 0.224
H -4.654 3.402 -0.667 0.502
H -4.405 1.070 0.340 0.496
H -3.296 -0.145 -1.703 0.231
H -1.807 -0.313 -2.717 0.237
H -1.234 -2.413 -2.573 0.233
H -2.740 -2.797 -1.594 0.208
H -1.134 -3.359 -0.936 0.234
H -2.127 -1.121 1.560 0.241
H -2.743 -2.563 0.638 0.211
H -3.589 -0.980 0.357 0.203
C 5.593 0.877 0.056 -0.741
C 5.289 2.037 0.942 0.700
O 4.210 2.524 1.134 -0.450
N 6.363 2.752 1.620 -0.568
C 6.727 2.132 2.932 -0.422
H 4.665 0.373 -0.210 0.289
H 6.091 1.229 -0.851 0.274
H 6.239 0.166 0.577 0.255
H 7.186 2.797 1.012 0.448
H 5.959 3.678 1.794 0.468
H 7.511 2.743 3.377 0.256
H 7.094 1.123 2.753 0.239
H 5.845 2.125 3.571 0.253
C -3.258 -6.008 0.331 -0.501
Br -1.867 -6.328 1.639 0.130
Br -4.050 -4.245 0.545 0.321
Br -2.632 -6.297 -1.478 0.127
H -4.047 -6.732 0.517 0.246
F -6.161 -5.598 0.726 -0.683
Be -8.363 -5.518 0.685 1.057
```

- Total charge: +2
- Gap between HOMO and LUMO (spin up / spin down): 1.592 / 4.324 eV
- Electronic energy: -9214.3251 Eh
- Multiplicity: 2
- F_max: 4.18 eV Å⁻¹


Entry 2:
Below is a 8-piece molecular cluster, C14H30Br12N2O4 overall in a non-equilibrium geometry, with properties calculated with ωB97M-V with the def2-TZVPD basis set.

```
62
Properties=species:S:1:pos:R:3:nbo_charge:R:1
Br 4.047 -12.548 8.470 -0.024
C 5.453 -12.849 9.845 -0.430
C 6.658 -11.832 9.749 -0.443
Br 7.779 -11.823 11.371 -0.013
H 5.741 -13.896 9.751 0.221
H 4.855 -12.858 10.756 0.233
H 6.201 -10.843 9.779 0.226
H 7.322 -11.899 8.887 0.236
Br 6.127 -13.675 -0.637 -0.034
C 7.490 -12.950 0.638 -0.424
C 8.585 -12.090 -0.164 -0.431
Br 10.174 -11.936 1.004 -0.022
H 7.899 -13.810 1.167 0.222
H 6.992 -12.332 1.385 0.232
H 8.287 -11.073 -0.419 0.226
H 8.929 -12.555 -1.089 0.228
Br 8.643 -19.551 9.128 -0.030
C 7.885 -18.816 7.442 -0.429
C 6.539 -18.182 7.695 -0.462
Br 6.164 -16.849 6.363 -0.014
H 7.917 -19.620 6.707 0.231
H 8.674 -18.143 7.107 0.236
H 6.584 -17.600 8.616 0.232
H 5.651 -18.814 7.712 0.239
Br 6.309 -13.236 3.923 -0.056
C 4.448 -14.062 4.176 -0.407
C 3.592 -13.161 5.047 -0.442
Br 2.132 -14.224 5.914 -0.028
H 4.599 -15.007 4.698 0.225
H 3.997 -14.375 3.235 0.232
H 3.144 -12.313 4.528 0.235
H 4.181 -12.784 5.883 0.238
Br 4.311 -17.087 1.350 -0.046
C 5.986 -17.583 2.384 -0.412
C 7.255 -16.782 1.895 -0.396
Br 8.777 -17.017 3.242 -0.051
H 6.151 -18.656 2.285 0.236
H 5.792 -17.132 3.357 0.228
H 7.068 -15.711 1.809 0.218
H 7.658 -17.119 0.940 0.223
Br 4.229 -10.391 2.639 -0.054
C 5.240 -9.045 3.765 -0.406
C 5.471 -9.694 5.180 -0.454
Br 6.887 -8.697 6.172 -0.026
H 4.806 -8.045 3.773 0.234
H 6.220 -9.095 3.290 0.232
H 5.777 -10.740 5.158 0.239
H 4.650 -9.809 5.888 0.237
C 1.047 -16.319 2.920 -0.486
N 0.643 -17.632 2.297 0.524
O -0.442 -17.828 1.765 -0.376
O 1.505 -18.496 2.382 -0.379
H 1.286 -15.709 2.049 0.231
H 1.886 -16.435 3.607 0.248
H 0.149 -15.878 3.351 0.234
C 1.093 -9.453 4.358 -0.490
N 1.081 -9.704 5.839 0.531
O 0.228 -9.176 6.520 -0.345
O 1.846 -10.600 6.199 -0.402
H 0.121 -9.193 3.940 0.237
H 1.496 -10.341 3.872 0.238
H 1.839 -8.679 4.180 0.230
```

- Relative energy (zero: lowest compared OMol25 entry of this formula, charge and spin): 158.3 kJ/mol
- Total charge: 0
- SMILES: C[N+](=O)[O-].C[N+](=O)[O-].BrCCBr.BrCCBr.BrCCBr.BrCCBr.BrCCBr.BrCCBr
- Gap between HOMO and LUMO: 9.984 eV
- Electronic energy: -31849.8428 Eh
- F_max: 2.50 eV Å⁻¹